# C17H45N4O4S

3 unconnected molecules or ions with the total composition C17H45N4O4S at a distorted geometry (ωB97M-V with the def2-TZVPD basis set, OMol25).

Geometry as XYZ:
```
71
Properties=species:S:1:pos:R:3
N 2.315 -3.953 -3.183
C 2.050 -3.140 -4.370
C 1.516 -1.714 -4.072
C 0.404 -1.640 -2.971
S -1.210 -0.988 -3.553
C -2.468 -2.308 -3.821
C -2.087 -3.694 -3.261
N -0.930 -4.319 -3.956
H 2.221 -3.448 -2.319
H 1.783 -4.805 -3.187
H 1.427 -3.714 -5.065
H 3.016 -3.001 -4.884
H 1.087 -1.322 -5.011
H 2.348 -1.042 -3.835
H 0.293 -2.607 -2.456
H 0.740 -0.936 -2.196
H -0.958 -0.475 -4.802
H -3.393 -2.001 -3.313
H -2.684 -2.361 -4.895
H -2.953 -4.341 -3.478
H -1.976 -3.698 -2.170
H -1.240 -5.149 -4.443
H -0.672 -3.651 -4.672
C -0.815 0.007 3.742
O -0.488 -1.295 3.274
C -1.190 -2.341 3.939
C -2.194 -2.986 2.997
N -3.299 -2.078 2.703
C -4.145 -2.508 1.595
C -3.495 -2.633 0.215
O -3.095 -1.391 -0.357
C -1.830 -0.912 0.079
H -0.106 0.707 3.304
H -1.822 0.300 3.429
H -0.734 0.067 4.830
H -1.670 -1.992 4.856
H -0.447 -3.093 4.218
H -2.589 -3.896 3.456
H -1.648 -3.271 2.088
H -2.925 -1.167 2.479
H -4.955 -1.779 1.515
H -4.609 -3.464 1.856
H -4.254 -3.036 -0.463
H -2.666 -3.350 0.205
H -1.129 -1.725 0.291
H -1.938 -0.267 0.951
H -1.416 -0.297 -0.725
C 3.429 6.566 2.956
O 2.735 6.562 1.719
C 3.504 6.063 0.631
C 2.968 4.719 0.162
N 3.223 3.673 1.148
C 2.504 2.426 0.900
C 0.973 2.459 0.915
O 0.405 2.705 2.190
C 0.321 4.077 2.555
H 2.829 7.127 3.671
H 3.566 5.552 3.343
H 4.401 7.057 2.861
H 4.567 6.005 0.877
H 3.392 6.781 -0.187
H 3.453 4.449 -0.781
H 1.896 4.844 -0.029
H 2.959 4.012 2.062
H 2.827 1.720 1.670
H 2.839 2.017 -0.060
H 0.629 1.457 0.635
H 0.557 3.143 0.168
H 0.155 4.725 1.693
H 1.218 4.386 3.096
H -0.522 4.187 3.239
```

Values from the calculation:
HOMO-LUMO gap = 7.189 eV
HOMO = -10.544 eV
total charge = +1
F_max = 1.312 eV/Å